Computed, not measured: 2 unconnected molecules or ions with the total composition CH3F3NS, with the ωB97M-V functional and the def2-TZVPD basis.

Each line ends with the Mulliken charge.
Geometry (Å):
C1 -2.0784 0.0100 -1.3978  -0.50
N1 -1.1878 0.4872 -0.5078  -0.26
F1 3.1673 1.2274 1.7301  -0.05
F2 1.7021 -0.3318 2.7430  -0.05
F3 3.2699 -1.0644 1.1368  -0.06
S1 2.1785 0.0731 1.2945  1.13
H1 -2.2703 -1.0678 -1.2390  0.25
H2 -1.7304 0.1426 -2.4370  0.26
H3 -3.0508 0.5236 -1.3227  0.26

Properties
LUMO (alpha / beta) ... -0.2691 / -0.2691 hartree
Relative energy (zero: lowest compared OMol25 entry of this formula, charge and spin) ... 77.5 kcal per mole
HOMO level (alpha / beta) ... -0.4749 / -0.4745 Ha
HOMO-LUMO gap (alpha / beta) ... 5.6 / 5.6 eV
Largest force on an atom ... 4.642 eV/Å
Charge ... +1


Computed, not measured: 6 unconnected molecules or ions with the total composition C35H47NO18, with the ωB97M-V functional and the def2-TZVPD basis.

Each line ends with the Mulliken charge.
Geometry (Å):
O1 3.5860 4.3319 2.1065  -0.43
C1 3.6921 4.4971 0.9682  0.75
N1 3.6588 4.6124 -0.2551  -0.61
C2 3.5344 5.9376 -0.7986  0.31
C3 4.6667 6.5194 -1.3673  -0.50
C4 4.5885 7.7747 -1.9458  -0.58
C5 3.3985 8.4933 -1.9709  -0.90
C6 2.2740 7.9215 -1.4030  0.48
C7 2.3441 6.6498 -0.8207  0.52
C8 1.0551 6.1071 -0.2697  0.45
O2 0.9716 5.5041 0.7715  -0.57
C9 -0.1456 6.4274 -1.1168  0.51
C10 -1.1259 5.4716 -1.3219  -0.66
C11 -2.1952 5.8102 -2.1509  -0.61
C12 -2.2722 7.0699 -2.7223  -0.49
C13 -1.2855 8.0279 -2.5132  -0.82
C14 -0.2144 7.6912 -1.7009  0.53
C15 0.9381 8.6130 -1.4196  -0.04
O3 0.7995 9.7883 -1.1961  -0.53
H1 5.6212 6.0108 -1.3706  0.46
H2 5.4602 8.2192 -2.4101  0.38
H3 3.3341 9.4653 -2.4414  0.48
H4 -1.0564 4.4926 -0.8677  0.58
H5 -2.9726 5.0753 -2.3168  0.41
H6 -3.1055 7.3228 -3.3668  0.38
H7 -1.3235 9.0130 -2.9586  0.47
C16 1.6255 2.1722 1.4809  -0.08
C17 0.2985 1.5439 1.1213  -0.42
O4 0.2983 0.1180 1.3223  -0.38
C18 0.1902 -0.2858 2.5893  0.64
O5 0.0749 0.4154 3.5568  -0.58
O6 0.2339 -1.6227 2.5932  -0.19
C19 0.2001 -2.2064 3.8986  -0.86
H8 2.4372 1.6802 0.9395  0.30
H9 1.6160 3.2261 1.2335  -0.46
H10 1.8323 2.0703 2.5451  0.34
H11 0.0980 1.6848 0.0592  0.30
H12 -0.5228 1.9980 1.6761  0.33
H13 -0.6513 -1.8422 4.4660  0.35
H14 1.1253 -1.9882 4.4295  0.34
H15 0.1073 -3.2809 3.7661  0.26
C20 -5.6212 -6.6005 4.6548  -1.12
C21 -5.5756 -6.3584 3.1612  -0.20
O7 -5.3881 -4.9689 2.8508  -0.37
C22 -4.1471 -4.5099 3.0071  0.70
O8 -3.1901 -5.1481 3.3602  -0.57
O9 -4.1510 -3.2082 2.7151  -0.31
C23 -2.8934 -2.5617 2.9280  -0.74
H16 -6.3800 -5.9691 5.1195  0.28
H17 -5.8546 -7.6447 4.8625  0.38
H18 -4.6657 -6.3630 5.1204  0.31
H19 -6.5282 -6.6300 2.7100  0.31
H20 -4.8009 -6.9554 2.6804  0.32
H21 -2.0929 -3.0736 2.3997  0.41
H22 -2.6789 -2.5136 3.9934  0.34
H23 -2.9854 -1.5509 2.5385  0.23
C24 -6.8099 -1.3971 4.5974  -0.93
C25 -6.6720 -0.5684 3.3390  -0.05
O10 -7.4054 0.6637 3.4230  -0.36
C26 -6.8363 1.6152 4.1605  0.75
O11 -5.7775 1.5389 4.7273  -0.56
O12 -7.6451 2.6768 4.1618  -0.35
C27 -7.1920 3.7564 4.9813  -0.63
H24 -7.8623 -1.5626 4.8332  0.34
H25 -6.3184 -2.3619 4.4711  0.12
H26 -6.3614 -0.8935 5.4533  0.30
H27 -7.0985 -1.1083 2.4959  0.30
H28 -5.6278 -0.3649 3.1024  0.25
H29 -6.1753 4.0441 4.7228  0.30
H30 -7.2469 3.4791 6.0330  0.29
H31 -7.8617 4.5909 4.7943  0.22
C28 0.6076 -1.7651 -1.0343  -0.43
C29 2.0653 -2.1585 -0.9815  -0.27
O13 2.5039 -2.7909 -2.1990  -0.31
C30 2.7225 -1.9707 -3.2225  0.70
O14 2.6108 -0.7731 -3.2183  -0.59
O15 3.0888 -2.7153 -4.2721  -0.24
C31 3.2821 -1.9718 -5.4788  -0.73
H32 -0.0107 -2.6275 -1.2931  0.32
H33 0.2952 -1.3689 -0.0648  -0.08
H34 0.4326 -1.0004 -1.7922  0.31
H35 2.2218 -2.8988 -0.1989  0.30
H36 2.7042 -1.3034 -0.7593  0.30
H37 3.9762 -1.1492 -5.3235  0.32
H38 2.3279 -1.5958 -5.8454  0.32
H39 3.7001 -2.6619 -6.2066  0.23
C32 4.0189 -5.5151 -5.3376  -1.04
C33 4.8829 -5.4657 -4.0979  -0.05
O16 5.8953 -6.4871 -4.1086  -0.36
C34 6.9379 -6.2483 -4.8987  0.74
O17 7.1137 -5.2656 -5.5720  -0.56
O18 7.7665 -7.2924 -4.8175  -0.35
C35 8.9032 -7.2062 -5.6780  -0.63
H40 3.5924 -6.5106 -5.4730  0.35
H41 3.2110 -4.7950 -5.2599  0.27
H42 4.5990 -5.2889 -6.2329  0.28
H43 4.2777 -5.6620 -3.2152  0.32
H44 5.3419 -4.4864 -3.9683  0.25
H45 9.4407 -6.2729 -5.5244  0.29
H46 8.5951 -7.2940 -6.7190  0.29
H47 9.5501 -8.0409 -5.4233  0.22

Properties
LUMO ... -0.0265 hartree
Relative energy (zero: lowest compared OMol25 entry of this formula, charge and spin) ... 0.0 kcal per mole
HOMO level ... -0.3590 Ha
HOMO-LUMO gap ... 9.0 eV
Largest force on an atom ... 1.189 eV/Å
SMILES ... O=C=Nc1cccc2c1C(=O)c1ccccc1C2=O.CCOC(=O)OC.CCOC(=O)OC.CCOC(=O)OC.CCOC(=O)OC.CCOC(=O)OC


Computed, not measured: a molecular structure, C23H25Cl2IN4O2Sr, with the ωB97M-V functional and the def2-TZVPD basis.

Each line ends with the Mulliken charge.
Geometry (Å):
Sr1 -0.1690 -0.2880 -1.0089  1.71
Cl1 2.4124 -4.9647 -1.8708  -0.27
C1 3.1538 -3.5316 -1.2126  0.55
C2 4.5438 -3.4535 -1.2008  -0.65
C3 5.1916 -2.3622 -0.6875  0.74
Cl2 6.9467 -2.3203 -0.6899  -0.32
C4 4.4573 -1.2758 -0.1654  0.04
C5 5.0264 -0.0990 0.3725  -0.74
C6 4.2193 0.9047 0.8346  -0.86
C7 2.8233 0.7476 0.7564  -0.59
N1 2.2708 -0.3402 0.2720  0.54
C8 3.0447 -1.3553 -0.1817  0.01
C9 2.3096 -2.5227 -0.6970  -0.09
O1 1.0529 -2.5648 -0.6575  -0.94
H1 5.1162 -4.2776 -1.6060  0.41
H2 6.1041 -0.0062 0.4062  0.37
H3 4.6360 1.8152 1.2448  0.41
H4 2.1364 1.5217 1.0853  0.55
O2 -0.0651 -0.8048 2.6982  -0.73
H5 0.7592 -0.9825 2.2314  0.29
H6 -0.8937 1.1391 1.2877  -0.37
C10 -2.5423 -3.8260 2.5623  -1.21
C11 -2.6811 -3.1326 1.2413  0.40
C12 -3.4455 -3.4952 0.1285  -0.96
C13 -3.1397 -2.5162 -0.8171  0.48
N2 -2.2932 -1.6281 -0.2851  -0.61
N3 -2.0063 -2.0136 0.9830  -0.14
C14 -3.5962 -2.3861 -2.2366  -1.09
H7 -3.3697 -4.5202 2.7255  0.36
H8 -2.5294 -3.1041 3.3804  0.27
H9 -1.6101 -4.3947 2.6156  0.20
H10 -4.1023 -4.3450 0.0195  0.33
H11 -0.7494 -1.2944 2.1554  0.55
H12 -4.6269 -2.7292 -2.3521  0.34
H13 -2.9730 -2.9740 -2.9163  0.17
H14 -3.5399 -1.3476 -2.5656  0.22
C15 -1.9937 2.5705 2.8334  -1.66
C16 -1.6386 3.5016 1.7088  1.17
C17 -1.9412 4.8500 1.7704  -0.65
C18 -1.6281 5.7261 0.7358  -0.74
C19 -0.9958 5.2049 -0.3912  -0.64
C20 -0.6763 3.8651 -0.4979  1.14
C21 -0.0015 3.3148 -1.7187  -1.04
C22 -0.9841 2.9596 0.5599  -0.67
N4 -0.6393 1.6666 0.4371  0.25
H15 -2.4947 3.1095 3.6404  0.34
H16 -1.1111 2.0713 3.2452  0.32
H17 -2.6565 1.7678 2.4916  0.29
H18 -2.4420 5.2270 2.6595  0.28
H19 -1.8754 6.7792 0.8016  0.34
H20 -0.7438 5.8632 -1.2192  0.29
H21 0.2164 4.1038 -2.4414  0.32
H22 -0.6210 2.5660 -2.2241  0.00
H23 0.9387 2.8154 -1.4570  0.09
I1 -1.7690 0.7084 -4.7147  -0.29
C23 0.0862 0.0718 -3.7083  -1.24
H24 0.7831 0.8271 -4.0918  0.38
H25 0.3161 -0.8416 -4.2694  0.37

Properties
LUMO ... 0.1463 hartree
HOMO level ... -0.0487 Ha
HOMO-LUMO gap ... 5.3 eV
Largest force on an atom ... 0.662 eV/Å
Charge ... -2


Computed, not measured: a molecular structure, C3H10N4O2, with the ωB97M-V functional and the def2-TZVPD basis.

Each line ends with the Mulliken charge.
Geometry (Å):
C1 0.0554 1.0228 -1.7414  -0.79
C2 -0.3800 -0.5105 -1.4318  -0.34
C3 0.4384 -0.2691 0.7387  0.41
H1 -0.4269 1.9438 -0.8903  0.18
H2 1.3915 0.9595 -1.5588  0.20
H3 -0.1114 1.2604 -2.8270  0.33
H4 0.4767 -1.2058 -1.3813  0.27
H5 -1.2711 -0.8121 -2.1824  0.33
H6 -1.4257 0.5492 1.2432  0.46
H7 -2.8760 -0.5773 0.3123  0.26
H8 0.6081 1.7031 0.7860  0.25
H9 1.6973 0.4480 2.5583  0.37
H10 0.3070 -2.6026 0.4808  0.38
N1 -0.7316 -0.7654 -0.0532  -0.24
N2 -1.9552 0.1432 0.1406  -0.64
N3 0.3015 0.9814 1.5162  -0.26
N4 1.5015 -1.0546 0.9346  -0.42
O1 1.0739 1.1179 2.6862  -0.38
O2 1.3265 -2.3315 0.6693  -0.38

Properties
LUMO ... 0.0303 hartree
Relative energy (zero: lowest compared OMol25 entry of this formula, charge and spin) ... 240.4 kcal per mole
HOMO level ... -0.3277 Ha
HOMO-LUMO gap ... 9.7 eV
Largest force on an atom ... 5.471 eV/Å


Computed, not measured: a molecular structure, C10H11BClN2O4S, with the ωB97M-V functional and the def2-TZVPD basis.

Each line ends with the Mulliken charge.
Geometry (Å):
C1 -2.5336 1.7208 1.0749  -0.77
S1 -2.2062 -0.1231 0.9312  1.13
O1 -1.9706 -0.7658 2.3021  -0.65
O2 -3.4819 -0.7243 0.3984  -0.64
C2 -0.7191 -0.3645 -0.1276  0.17
C3 0.6253 0.2404 0.4386  0.79
C4 0.7266 1.0489 1.8036  -0.75
B1 2.0552 0.7264 2.6795  0.54
O3 2.9377 1.8378 3.0372  -0.57
O4 2.4473 -0.5696 3.1941  -0.59
C5 1.9791 0.0968 -0.3802  -0.68
C6 1.9177 -0.6370 -1.7304  -0.48
C7 0.5946 -1.2693 -2.3567  0.45
N1 0.7540 -1.9220 -3.6272  -0.60
C8 -0.5358 -2.3781 -4.0427  -0.16
C9 -1.8852 -2.2231 -3.2907  -0.26
N2 -1.9703 -1.6041 -2.0094  -0.38
C10 -0.7068 -1.1124 -1.5309  0.26
H1 -2.8066 2.0814 0.0088  0.30
H2 -1.6093 2.3162 1.3838  0.29
H3 -3.4339 1.9458 1.7401  0.33
H4 0.7728 2.2209 1.4934  0.02
H5 -0.1820 0.9364 2.4906  0.20
H6 3.8776 1.5698 2.9377  0.26
H7 1.5995 -0.9932 3.4733  0.31
H8 2.9789 0.5321 -0.0573  0.24
H9 2.8955 -0.7138 -2.3379  0.25
H10 -0.5809 -2.8988 -5.0739  0.29
H11 -2.8513 -2.6236 -3.7711  0.34
Cl1 1.3119 3.6491 0.9490  -0.64

Properties
LUMO ... 0.0550 hartree
HOMO level ... -0.1603 Ha
HOMO-LUMO gap ... 5.9 eV
Largest force on an atom ... 6.381 eV/Å
Charge ... -1


Computed, not measured: 2 unconnected molecules or ions with the total composition C2H3NO3, with the ωB97M-V functional and the def2-TZVPD basis.

Each line ends with the Mulliken charge.
Geometry (Å):
C1 0.9591 0.7806 0.2040  0.53
C2 -1.2230 1.1341 -0.1068  -0.02
N1 0.9558 -0.4304 0.7012  -0.29
O1 1.7679 1.4525 -0.3715  -0.46
O2 -1.9407 0.1594 -0.6512  -0.23
O3 -2.0477 0.4771 0.7820  -0.27
H1 -1.6138 2.1628 -0.4465  0.27
H2 0.0552 -0.7904 0.8420  0.23
H3 1.7544 -1.0221 0.8625  0.23

Properties
LUMO ... 0.0164 hartree
Relative energy (zero: lowest compared OMol25 entry of this formula, charge and spin) ... 152.9 kcal per mole
HOMO level ... -0.3348 Ha
HOMO-LUMO gap ... 9.6 eV
Largest force on an atom ... 3.998 eV/Å